C33H40Br2N9O4Ti | wB97M-V/def2-TZVPD

ORCA input file:
```
! wB97M-V def2-TZVPD RIJCOSX def2/J DEFGRID3
* xyz 1 1
Ti 0.08492 -0.22640 0.16164
N 1.97014 -0.04968 -1.13939
C 3.12083 -0.68388 -0.48783
C 2.59594 -1.83596 0.34890
O 3.32783 -2.64489 0.88229
N 1.23931 -1.80919 0.41462
C 0.56895 -2.84605 1.17130
C -0.57422 -2.17721 1.90850
O -1.47900 -2.74103 2.45749
O -0.46284 -0.83715 1.85620
H 2.20311 0.87862 -1.48250
H 1.68969 -0.60169 -1.94772
H 3.87073 -1.05421 -1.19097
H 3.60376 0.04786 0.16458
H 0.15791 -3.61878 0.51521
H 1.24257 -3.32928 1.88693
Br -2.24513 -3.98847 -1.79700
C -3.11614 -2.61864 -0.84299
C -4.48709 -2.75188 -0.54479
C -5.13254 -1.78491 0.17070
Br -6.96729 -2.00242 0.55558
C -4.43475 -0.64030 0.64231
C -4.98264 0.35059 1.48733
C -4.17960 1.35423 1.94618
C -2.83448 1.39753 1.53222
N -2.29982 0.52606 0.71727
C -3.07585 -0.50795 0.29819
C -2.41051 -1.50864 -0.45975
O -1.11851 -1.34255 -0.71544
H -5.01631 -3.63311 -0.87781
H -6.02131 0.28747 1.77955
H -4.55628 2.10998 2.61970
H -2.18787 2.19073 1.89308
C -0.38495 3.92690 1.88742
N 0.24227 2.98793 2.79625
C 0.67250 3.59242 4.04973
C 0.68651 1.77211 2.40002
N 0.86525 1.46986 1.09031
C 1.64676 2.45252 0.40155
C 2.74783 2.91900 1.08157
C 3.54527 3.96869 0.59675
C 3.22634 4.53981 -0.59435
C 2.14842 4.04452 -1.37156
C 1.91048 4.64881 -2.62694
C 0.94544 4.15137 -3.44684
C 0.19928 3.03705 -3.04458
C 0.33977 2.43674 -1.80524
N -0.40020 1.26696 -1.52748
C -1.53262 1.15553 -2.26179
N -2.50098 2.10065 -2.24702
C -2.52248 3.14663 -1.24546
C -3.29792 2.41364 -3.42793
N -1.70767 0.10072 -3.07071
C -3.00961 -0.46358 -3.40724
C -0.56442 -0.67283 -3.53306
C 1.34469 2.95747 -0.91009
N 0.95562 0.87259 3.35641
C 1.99254 -0.13509 3.20208
C 0.10436 0.68877 4.52267
H 0.33212 4.68149 1.55295
H -1.20739 4.42476 2.40510
H -0.76726 3.40826 1.01685
H 1.13261 4.55757 3.82749
H 1.40592 2.96083 4.54026
H -0.16877 3.75602 4.72455
H 2.98638 2.47946 2.04289
H 4.39205 4.31271 1.17285
H 3.80470 5.36286 -0.99004
H 2.52774 5.48300 -2.92748
H 0.77129 4.58205 -4.42321
H -0.48827 2.61187 -3.76501
H -1.92206 2.84355 -0.39800
H -3.55090 3.30950 -0.92027
H -2.12186 4.07716 -1.65820
H -2.89879 1.90553 -4.30202
H -3.23744 3.48936 -3.60280
H -4.34633 2.14167 -3.30077
H -3.28575 -0.25297 -4.44163
H -3.77229 -0.07414 -2.73763
H -2.95389 -1.54418 -3.27820
H 0.31500 -0.03294 -3.57094
H -0.77912 -1.02220 -4.54310
H -0.38860 -1.53940 -2.89210
H 2.54104 0.03148 2.27952
H 1.56977 -1.13817 3.18917
H 2.68134 -0.05572 4.04646
H -0.68040 1.43813 4.54536
H 0.68794 0.74928 5.44267
H -0.35911 -0.29770 4.45318
*
```

Its HOMO energy is -10.230 eV. The lowest unoccupied orbital energy comes out at -2.86 eV. As for the HOMO-LUMO gap: 0.2708 Eh. The relative energy (zero: lowest compared OMol25 entry of this formula, charge and spin) is 0.000 eV.

These are the Mulliken partial charges, in e, on atoms 1 to 4:
1. Ti -1.467
2. N -0.293
3. C -0.489
4. C 0.411

---

C3H10N2S | wB97M-V/def2-TZVPD

ORCA input file:
```
! wB97M-V def2-TZVPD RIJCOSX def2/J DEFGRID3
* xyz 0 1
H -1.17027 -0.19091 0.58539
N -1.25055 0.70351 0.10766
C -0.05037 1.13734 -0.03383
N 0.28087 1.94672 -1.08219
C 1.66788 2.24771 -1.34598
H 0.77258 0.89920 0.64352
H -0.38805 1.92939 -1.83605
H 1.80608 3.29123 -1.63825
H 2.27427 2.09019 -0.45618
H 2.08965 1.64040 -2.15246
C -0.95162 -2.69992 1.66981
S -0.90231 -3.09098 -0.08512
H -1.88828 -2.23351 1.97054
H -0.88718 -3.65250 2.19533
H -0.11983 -2.10656 2.05839
H -1.28288 -1.91133 -0.60059
*
```

Its HOMO energy is -8.772 eV. The lowest unoccupied orbital energy comes out at 0.91 eV. As for the HOMO-LUMO gap: 0.3559 Eh. As for the SMILES: [H]/N=C/NC.CS. The relative energy (zero: lowest compared OMol25 entry of this formula, charge and spin) is 0.855 eV.

These are the Mulliken partial charges, in e, on atoms 1 to 4:
1. H 0.199
2. N -0.793
3. C 0.235
4. N -0.259

---

C28H22N4O8Si | wB97M-V/def2-TZVPD

ORCA input file:
```
! wB97M-V def2-TZVPD RIJCOSX def2/J DEFGRID3
* xyz 0 1
O -3.47324 0.56724 5.99648
N -2.66767 0.50874 5.06175
O -1.69730 -0.25645 5.05335
C -2.87613 1.37972 3.92278
C -4.15501 1.92232 3.70767
C -4.41658 2.76096 2.65558
N -5.74829 3.28581 2.45340
O -5.96131 4.02709 1.48781
O -6.63076 2.96629 3.25721
C -3.34649 3.08678 1.78361
N -3.29200 3.92327 0.72754
O -2.06675 3.98492 0.24688
N -1.34006 3.17056 1.03266
O -0.10546 3.00216 0.92378
C -2.09039 2.54372 2.01660
C -1.83341 1.68039 3.07307
H -4.95169 1.67609 4.39592
H -0.84639 1.27938 3.24148
C -1.26481 -1.80148 1.35819
C -0.48054 -0.93922 0.64849
O 0.89018 -0.97721 0.70361
Si 1.71628 -0.88134 -0.75942
C 2.67006 0.69760 -0.84837
C 2.98772 1.24474 -2.07141
C 3.71217 2.41759 -2.13219
C 4.12410 3.03131 -0.96574
C 3.81644 2.47178 0.25938
C 3.08642 1.30071 0.31543
C 0.56222 -1.00528 -2.20236
C -0.00961 0.13471 -2.72133
C -0.92377 0.04014 -3.75071
C -1.26164 -1.19882 -4.25738
C -0.68690 -2.34083 -3.73536
C 0.22773 -2.24155 -2.70586
C 2.92284 -2.27899 -0.85807
C 3.71519 -2.44517 -1.97242
C 4.60059 -3.50275 -2.03572
C 4.68865 -4.38922 -0.97990
C 3.89244 -4.22037 0.13593
C 3.00706 -3.16208 0.19347
O -1.23597 -0.05038 -0.12909
C -2.60438 -0.45304 -0.05087
C -2.68838 -1.52476 1.04252
H -0.87933 -2.58397 1.98561
H 2.66844 0.74952 -2.97297
H 3.95314 2.85173 -3.08891
H 4.68539 3.95070 -1.01229
H 4.14326 2.94729 1.16976
H 2.83848 0.84601 1.26001
H 0.23752 1.09099 -2.29147
H -1.38197 0.93198 -4.14585
H -1.98423 -1.27509 -5.05383
H -0.95694 -3.30906 -4.12364
H 0.68306 -3.12321 -2.28721
H 3.63481 -1.74685 -2.78864
H 5.22194 -3.63464 -2.90673
H 5.38088 -5.21402 -1.02725
H 3.96190 -4.91061 0.96122
H 2.37481 -3.01268 1.05253
H -2.89302 -0.84183 -1.03592
H -3.22636 0.42655 0.15422
H -3.21272 -2.42712 0.70329
H -3.21425 -1.15072 1.92967
*
```

Its HOMO energy is -8.322 eV. The lowest unoccupied orbital energy comes out at -2.55 eV. As for the HOMO-LUMO gap: 0.2122 Eh. As for the SMILES: O=[N+]([O-])c1cc([N+](=O)[O-])c2no[n+]([O-])c2c1.C1=C(O[Si](c2ccccc2)(c2ccccc2)c2ccccc2)OCC1. The relative energy (zero: lowest compared OMol25 entry of this formula, charge and spin) is 0.368 eV.

These are the Mulliken partial charges, in e, on atoms 1 to 4:
1. O -0.582
2. N 0.963
3. O -0.566
4. C -0.274

---

C25H52AsBF2N7OPSeV | wB97M-V/def2-TZVPD

ORCA input file:
```
! wB97M-V def2-TZVPD RIJCOSX def2/J DEFGRID3
* xyz 2 2
V 1.12734 0.69565 0.27793
Se -1.27099 0.16666 -0.02177
C -2.07151 1.73519 -0.76517
C -3.33763 1.60323 -1.33543
C -3.97557 2.72887 -1.84002
N -3.44446 3.95225 -1.81659
C -2.21972 4.06915 -1.30405
C -1.50254 3.00969 -0.75367
H -3.82093 0.63611 -1.39619
H -4.95893 2.63898 -2.28856
H -1.79269 5.06687 -1.30973
H -0.52654 3.18457 -0.32064
N -4.04841 3.51987 1.41046
C -3.78354 2.29048 2.24612
C -2.37727 2.32252 2.84280
N -2.06205 1.11267 3.57273
H -4.96685 3.48444 0.96532
H -3.35092 3.59149 0.65501
H -4.00328 4.37300 1.96973
H -3.89599 1.43889 1.57649
H -4.55100 2.24869 3.01736
H -2.27051 3.18694 3.50324
H -1.64713 2.43610 2.03668
H -2.09742 0.30290 2.96468
H -2.66714 0.96923 4.37107
N 2.14758 -0.86258 1.02448
P 2.72107 -0.93133 2.58451
N 2.68985 0.53536 3.29685
C 3.63400 1.60219 2.90879
C 4.16854 2.33615 4.13227
C 3.02345 2.86108 4.99148
C 2.09769 1.71443 5.37839
C 1.57577 0.99721 4.14350
N 4.26852 -1.41910 2.58318
C 4.95226 -2.11352 1.48083
C 5.32694 -3.53450 1.88777
C 5.86305 -3.56731 3.33262
C 6.30692 -2.17849 3.77794
C 5.14446 -1.18297 3.76234
N 1.70967 -1.93789 3.37227
C 2.16904 -2.84351 4.44369
C 1.34548 -4.12042 4.40736
C -0.13048 -3.83356 4.71976
C -0.51946 -2.41320 4.28845
C 0.26560 -1.97679 3.06096
H 3.11656 2.31570 2.26132
H 4.44423 1.15735 2.32872
H 4.80863 3.15241 3.79366
H 4.79019 1.66522 4.73024
H 2.45837 3.61223 4.42866
H 3.41187 3.35831 5.88003
H 1.24585 2.07570 5.95743
H 2.63507 0.99888 6.00837
H 0.93658 1.67107 3.56132
H 0.97236 0.13916 4.43071
H 5.84262 -1.53194 1.22980
H 4.32937 -2.10965 0.59067
H 6.07944 -3.90243 1.18828
H 4.45662 -4.18498 1.78742
H 6.69322 -4.26733 3.41239
H 5.09511 -3.93760 4.01546
H 7.11182 -1.82227 3.13186
H 6.71679 -2.20293 4.78767
H 5.52847 -0.16166 3.73795
H 4.55077 -1.28798 4.67138
H 2.08306 -2.35715 5.42203
H 3.21912 -3.06639 4.27433
H 1.75852 -4.83685 5.11703
H 1.45091 -4.56429 3.41425
H -0.31890 -3.94907 5.78743
H -0.76003 -4.56496 4.21213
H -0.32641 -1.70054 5.09522
H -1.58665 -2.35632 4.06837
H -0.06355 -0.98457 2.74409
H 0.07301 -2.67239 2.23491
F 2.11032 -3.28455 0.64277
B 1.91787 -2.03647 0.25151
F 1.43242 -1.86298 -0.99266
C 3.35589 0.31231 -2.75340
As 1.67678 1.07955 -2.17764
C 1.81277 2.94056 -2.67539
C 0.38275 0.34645 -3.40819
O 1.24047 2.16371 0.78072
H 3.51710 0.55565 -3.80245
H 3.31192 -0.76873 -2.63672
H 4.17309 0.71396 -2.15751
H 2.14692 3.01688 -3.70880
H 2.52090 3.44445 -2.02099
H 0.83430 3.40675 -2.57755
H 0.71567 0.51950 -4.43034
H -0.58068 0.82674 -3.24463
H 0.28426 -0.72066 -3.22111
*
```

Its HOMO energy (spin up / spin down) is -13.504 / -13.750 eV. The lowest unoccupied orbital energy (spin up / spin down) comes out at -5.59 / -5.28 eV. As for the HOMO-LUMO gap (spin up / spin down): 0.2908 / 0.3111 Eh. The relative energy (zero: lowest compared OMol25 entry of this formula, charge and spin) is 0.000 eV.

These are the Mulliken partial charges, in e, on atoms 1 to 4:
1. V 0.744
2. Se -0.097
3. C 0.675
4. C -0.473